The following is a DFT calculation (the ωB97M-V functional and the def2-TZVPD basis) of a molecular structure, C8H12AlCeCl2N2O3S.

Atoms and positions in Å:
H -0.68849 -0.30821 3.91722
H 1.89556 -2.32188 1.24536
H 2.33523 -1.04774 0.06727
H 1.03514 1.62915 2.34892
Ce -0.19134 0.01372 -1.02379
H -2.40541 0.00667 3.62424
H 3.06199 -1.05408 1.70594
O 0.32867 1.61505 -7.27166
Al -0.10072 -0.32569 -4.70160
N -1.17941 0.24884 1.93757
H -2.28634 0.91904 0.18407
O 1.78710 2.78352 -0.55801
S -0.65278 -2.05488 0.56020
C 2.14326 -1.25408 1.14375
O 0.39924 -2.96764 -6.68325
C 0.39651 -2.03948 -5.98154
H -2.93417 -0.55323 1.00350
H 1.21693 0.43706 3.67178
C -1.39068 0.34787 3.39781
N 1.08676 -0.40097 1.70931
Cl -1.33503 -1.65118 -3.49223
H 2.56489 0.76238 2.58995
C 1.48192 0.67469 2.63428
C 1.21534 1.76121 -0.59534
C -0.02556 0.98723 -6.35702
Cl -0.73062 1.64567 -3.28440
C -0.23493 -0.68674 1.50887
H -1.27785 1.38607 3.73931
H -3.08737 1.03607 1.78564
C -2.42788 0.41156 1.17383

Computed properties:
DFT total energy (eV): -72973.84263
Net charge: +4
Molecular weight (u): 454.266
Spin multiplicity: 2

Computed Löwdin charges, given in elementary charges: 0.11 0.11 0.09 0.11 0.80 0.13 0.13 0.33 0.18 -0.20 0.07 0.28 0.89 -0.02 0.31 0.11 0.11 0.12 0.02 -0.17 0.49 0.12 0.03 -0.08 0.13 0.34 -0.79 0.13 0.14 -0.04


The following is a DFT calculation (the ωB97M-V functional and the def2-TZVPD basis) of a single C2H3N3O molecule.

Atoms and positions in Å:
C -0.16600 -0.08206 -0.09201
H 1.72432 0.40393 0.67052
C 0.71523 0.53535 1.04808
N -0.69689 -0.94041 0.59860
O -1.64394 -1.25996 -1.54699
N -1.02796 -0.36007 -2.09419
H 0.65273 0.09182 2.05444
H 0.36717 1.56263 1.09536
N -0.18218 0.36613 -1.40415

Computed properties:
ΔE to the lowest compared entry with this formula, charge and spin (kJ/mol): 536.4
DFT total energy (eV): -8634.93559
Net charge: 0
Molecular weight (u): 85.066

Computed Löwdin charges, given in elementary charges: -0.52 0.09 0.00 0.35 -0.03 -0.11 0.09 0.09 0.05